Model w:
Below is an isolated ion of composition C2H2N3O and charge +1, with properties calculated with ωB97M-V with the def2-TZVPD basis set.

Results
Multiplicity: 1
HOMO level: -15.884 eV
Structure (SMILES): [H]/N=N/C=[N+]=C=O
Gap between HOMO and LUMO: 9.2773 eV
Total charge: +1

XYZ file:
```
8
C2H2N3O | OMol25 | ωB97M-V with the def2-TZVPD basis set
O -1.8821 -1.3017 0.3591
N -0.9266 0.2671 -1.1186
N 0.9035 0.0000 1.3908
N 0.6965 0.2407 0.2600
C -1.3467 -0.5406 -0.2900
C 0.3001 0.7658 -0.8092
H 0.8597 1.4351 -1.4503
H 1.3957 -0.8664 1.6583
```

***

Model x:
Below is C2H2N3O as an isolated structure, with properties calculated with ωB97M-V with the def2-TZVPD basis set.

Results
Multiplicity: 1
HOMO level (alpha / beta): -15.493 / -15.167 eV
Gap between HOMO and LUMO (alpha / beta): 7.8188 / 7.2106 eV
Total charge: +1

XYZ file:
```
8
C2H2N3O | OMol25 | ωB97M-V with the def2-TZVPD basis set
O 1.6372 1.5265 0.6654
N 0.3537 -1.4102 -0.2425
N -0.4698 0.5769 0.0328
N 1.4041 -0.9932 0.0481
C -0.7666 -0.7570 -0.3156
C 0.7673 0.8577 0.3347
H -1.1794 1.3121 0.0581
H -1.7466 -1.1128 -0.5809
```

***

Energies relative to the most stable structure, in kcal/mol: model w 0.0; model x 17.3.

***

Model w:
Below is C8H14O as an isolated structure, with properties calculated with ωB97M-V with the def2-TZVPD basis set.

Results
Multiplicity: 1
HOMO level: -7.732 eV
Gap between HOMO and LUMO: 8.6606 eV
Total charge: 0

XYZ file:
```
23
C8H14O | OMol25 | ωB97M-V with the def2-TZVPD basis set
O -2.9621 0.2162 -0.8502
C 2.7533 0.2515 0.5137
C -0.2989 0.5936 -0.0613
C -0.3752 2.0282 0.2375
C 0.2216 -1.8878 -0.8275
C -2.5541 -0.8359 1.2417
C 1.9459 0.3629 -0.7576
C 0.2060 -0.4537 -0.5258
C -2.1316 -0.1919 0.1550
H 1.8959 1.3734 -1.1572
H -1.8610 -1.1312 2.0144
H -3.6100 -1.0334 1.4293
H -1.0102 2.1664 1.1130
H 2.2949 -0.2978 -1.5486
H 1.0706 -2.3678 -0.3376
H -3.8737 -0.0735 -0.6719
H -0.7014 -2.3481 -0.4811
H -0.8335 2.5669 -0.5926
H 0.6031 2.4494 0.4656
H 3.8049 0.5084 0.3473
H 2.7302 -0.7658 0.9085
H 0.3198 -2.0448 -1.9029
H 2.3655 0.9147 1.2884
```

***

Model x:
Below is C8H14O as an isolated structure, with properties calculated with ωB97M-V with the def2-TZVPD basis set.

Results
Multiplicity: 1
HOMO level (alpha / beta): -7.535 / -7.536 eV
Gap between HOMO and LUMO (alpha / beta): 8.4107 / 8.4119 eV
Total charge: 0

XYZ file:
```
23
C8H14O | OMol25 | ωB97M-V with the def2-TZVPD basis set
O -0.8069 -1.7677 -1.2065
C -1.3326 -1.7342 0.0496
C -0.6514 -0.3820 -1.1711
C 1.5702 0.7820 -1.1082
C -1.2976 0.2854 -2.3410
C 1.7071 0.1735 1.7518
C 0.3834 0.1919 -0.3615
C 0.3952 0.0842 1.0080
C -0.7895 0.3139 1.9210
H 2.3668 0.0401 -1.2230
H -2.3818 0.1419 -2.3034
H 1.9527 1.2158 1.9913
H 1.2874 1.0870 -2.1154
H -0.5829 1.2074 2.5263
H -1.7109 0.4909 1.3742
H 1.9908 1.6506 -0.5991
H 2.5421 -0.2495 1.1942
H -0.9237 -2.4390 0.7623
H -1.0973 1.3553 -2.3627
H -0.9486 -0.1661 -3.2766
H -2.3587 -1.4141 0.1640
H -0.9554 -0.5089 2.6219
H 1.6416 -0.3585 2.7040
```

***

Energies relative to the most stable structure, in kcal/mol: model w 24.3; model x 0.0.

***

Model w:
Below is a 3-piece molecular cluster, C9H19N overall, with properties calculated with ωB97M-V with the def2-TZVPD basis set.

Results
Multiplicity: 1
HOMO level (alpha / beta): -5.750 / -6.336 eV
Gap between HOMO and LUMO (alpha / beta): 6.6133 / 7.1890 eV
Total charge: 0

XYZ file:
```
29
C9H19N | OMol25 | ωB97M-V with the def2-TZVPD basis set
N 2.9190 -0.8592 -0.4294
C -3.1291 1.2284 0.0644
C -0.1246 0.3652 -1.5627
C 0.0820 0.2286 0.9172
C -2.4066 0.0223 0.5588
C -0.1573 -0.4012 -0.2757
C -2.9556 -0.9535 1.2656
C 2.7079 1.4912 0.2134
C 2.3825 0.0570 0.4967
C -0.1120 -1.8881 -0.4219
H -3.0516 1.3188 -1.0248
H 0.0146 1.3067 0.9800
H 0.0535 -0.3305 1.8431
H 2.5242 -0.2555 1.5280
H 3.3369 -1.7033 -0.0600
H 2.3121 1.8116 -0.7566
H 2.3036 2.1483 0.9849
H -0.2708 -2.4362 0.5074
H 3.7970 1.6658 0.1773
H -0.8736 -2.2313 -1.1260
H -2.3836 -1.8106 1.6198
H 0.8226 0.1558 -2.0723
H 3.4733 -0.4863 -1.1926
H -4.0388 -1.0333 1.4292
H -4.2054 1.2144 0.3078
H 0.8345 -2.2506 -0.8342
H -0.2145 1.4403 -1.4062
H -2.7074 2.1455 0.4903
H -0.9329 0.0400 -2.2216
```

***

Model x:
Below is C9H19N as an isolated structure, with properties calculated with ωB97M-V with the def2-TZVPD basis set.

Results
Multiplicity: 1
HOMO level (alpha / beta): -7.116 / -7.055 eV
Gap between HOMO and LUMO (alpha / beta): 6.9373 / 6.8400 eV
Total charge: 0

XYZ file:
```
29
C9H19N | OMol25 | ωB97M-V with the def2-TZVPD basis set
N 1.2297 0.6022 1.9112
C 0.8027 -0.2433 -1.8184
C 1.6120 0.7988 0.6263
C 1.4395 2.2038 0.1138
C -1.6700 1.0085 -0.7306
C -1.8252 -1.4683 -0.5320
C 0.5352 -0.4964 -0.5056
C -1.2547 -0.1023 1.4542
C 1.0516 -1.8272 0.0302
C -1.1117 -0.2116 0.0052
H 1.4644 2.2418 -0.9742
H 1.6617 -0.2308 2.3039
H 0.6933 -2.6619 -0.5730
H 2.1428 -1.8567 0.0021
H -2.9031 -1.3393 -0.4154
H -1.5434 -2.3684 0.0126
H -1.4151 -1.0198 2.0121
H 0.5062 2.6395 0.4678
H 0.7335 -2.0005 1.0583
H -1.8054 0.7507 1.8407
H -1.1809 1.9343 -0.4376
H -1.5778 0.8984 -1.8117
H -1.5937 -1.6122 -1.5911
H 0.4969 0.6692 -2.3096
H 0.0480 0.3539 1.9337
H 2.2530 2.8209 0.5034
H -2.7319 1.1066 -0.4970
H 2.5538 0.3400 0.3405
H 1.3887 -0.9299 -2.4198
```

***

Energies relative to the most stable structure, in kcal/mol: model w 29.7; model x 0.0.

***

Model w:
Below is a 2-piece molecular cluster, C6H12O4 overall, with properties calculated with ωB97M-V with the def2-TZVPD basis set.

Results
Multiplicity: 1
HOMO level: -9.123 eV
Structure (SMILES): C1COCO1.C1COCO1
Gap between HOMO and LUMO: 9.9242 eV
Total charge: 0

XYZ file:
```
22
C6H12O4 | OMol25 | ωB97M-V with the def2-TZVPD basis set
O 9.5340 0.1641 9.0997
O 10.9515 0.0873 7.4037
O 10.9360 -3.7271 11.3300
O 12.1263 -2.1889 10.1853
C 10.1154 -1.0987 9.0326
C 11.4785 -0.8054 8.3214
C 9.9157 0.6980 7.8992
C 10.9325 -2.6154 12.1059
C 12.1610 -1.7636 11.5467
C 11.8678 -3.5445 10.3296
H 10.0077 -1.5842 10.0216
H 11.1382 -2.8180 13.1746
H 11.5338 -3.8641 9.3237
H 9.7415 -1.8062 8.2677
H 9.9246 -2.1627 12.0372
H 10.0442 1.7934 7.9949
H 12.2590 -0.2401 8.8660
H 12.8402 -4.0333 10.5325
H 11.9745 -1.6459 7.7989
H 9.2161 0.5132 7.0614
H 13.1730 -1.9627 11.9487
H 11.9400 -0.6908 11.7075
```

***

Model x:
Below is C6H12O4 as an isolated structure, with properties calculated with ωB97M-V with the def2-TZVPD basis set.

Results
Multiplicity: 1
HOMO level: -9.427 eV
Gap between HOMO and LUMO: 9.5838 eV
Total charge: 0

XYZ file:
```
22
C6H12O4 | OMol25 | ωB97M-V with the def2-TZVPD basis set
O -1.8053 -1.0428 0.8899
O 0.8665 -0.1401 2.8358
O 1.4417 1.4635 -3.6179
O -1.5267 1.2714 1.2123
C -0.6259 -1.8045 1.0307
C 0.1977 -0.4346 -0.8885
C 0.5968 0.8470 -3.0104
C 0.3716 0.9430 -1.5299
C -0.1710 -0.4427 0.5978
C 1.0251 0.0057 1.4495
H -0.5639 -1.0011 -1.4431
H 1.1253 -1.0121 -1.0252
H 1.1862 1.5277 -1.0844
H -0.5720 1.5055 -1.4144
H -0.5629 -2.6011 0.2828
H -2.2781 0.3136 1.2284
H -0.3977 -2.0953 2.0611
H -0.0925 0.1601 -3.5541
H 1.9193 -0.5684 1.1669
H -1.3823 1.9464 0.5445
H -0.0364 0.1129 3.0809
H 1.2847 1.0460 1.1872
```

***

Energies relative to the most stable structure, in kcal/mol: model w 0.0; model x 36.6.

***

Model w:
Below is one molecule with the formula C2H4O2S, with properties calculated with ωB97M-V with the def2-TZVPD basis set.

Results
Multiplicity: 1
HOMO level (alpha / beta): -10.510 / -10.329 eV
Gap between HOMO and LUMO (alpha / beta): 9.3004 / 8.7194 eV
Total charge: 0

XYZ file:
```
9
C2H4O2S | OMol25 | ωB97M-V with the def2-TZVPD basis set
S 0.9204 -0.0782 0.0255
O 1.7401 -0.8353 0.9225
O 1.5309 0.9232 -0.7943
C -0.2952 -0.7749 -0.9794
C -0.4012 0.7772 1.0868
H -0.7374 -1.7409 -0.8126
H -1.1508 0.1004 1.5774
H -0.9463 1.6902 0.6768
H -0.6605 -0.0618 -1.7028
```

***

Model x:
Below is one molecule with the formula C2H4O2S, with properties calculated with ωB97M-V with the def2-TZVPD basis set.

Results
Multiplicity: 1
HOMO level: -9.670 eV
Structure (SMILES): O[C@@]1(S)CO1
Gap between HOMO and LUMO: 10.2875 eV
Total charge: 0

XYZ file:
```
9
C2H4O2S | OMol25 | ωB97M-V with the def2-TZVPD basis set
S -1.0250 -0.5945 -1.6806
O 0.6958 0.9020 0.1206
O 0.6861 -1.4684 0.3251
C -0.4127 0.7864 0.8954
C 0.0681 -0.3042 -0.0095
H -0.5109 0.6235 1.9468
H -1.3965 1.3224 0.4200
H -2.1141 -0.4526 -0.8934
H 0.0767 -2.2189 0.1441
```

***

Model y:
Below is one molecule with the formula C2H4O2S, with properties calculated with ωB97M-V with the def2-TZVPD basis set.

Results
Multiplicity: 1
HOMO level: -8.779 eV
Structure (SMILES): OCC(O)=S
Gap between HOMO and LUMO: 9.0523 eV
Total charge: 0

XYZ file:
```
9
C2H4O2S | OMol25 | ωB97M-V with the def2-TZVPD basis set
S -2.0883 -0.6050 -1.3824
O -1.2305 -0.3209 1.1224
O 1.1828 0.1125 0.6847
C -1.0442 -0.2749 -0.1908
C 0.4544 0.0153 -0.5042
H 0.5482 0.9447 -1.0528
H 0.9455 -0.7424 -1.0791
H -0.2908 -0.0979 1.4389
H 1.5229 0.9686 0.9633
```

***

Energies relative to the most stable structure, in kcal/mol: model w 95.5; model x 41.2; model y 0.0.

***

Model w:
Below is a 2-piece molecular cluster, C4H10OSi2 overall, with properties calculated with ωB97M-V with the def2-TZVPD basis set.

Results
Multiplicity: 1
HOMO level: -8.084 eV
Gap between HOMO and LUMO: 8.1717 eV
Total charge: 0

XYZ file:
```
17
C4H10OSi2 | OMol25 | ωB97M-V with the def2-TZVPD basis set
Si -2.0982 -0.3356 -2.1596
Si 2.2060 0.7772 1.7730
O -3.5513 -1.0600 -2.2034
C -0.7214 -1.6158 -1.8738
C 0.3394 -1.5625 -2.6051
C -0.3112 2.1946 1.8380
C 0.4503 1.2052 2.2780
H 0.2432 0.7863 3.2313
H -0.8961 -2.4858 -1.2480
H 0.6505 -0.8149 -3.3723
H 1.1161 -2.2863 -2.3367
H 2.4882 1.1812 0.3449
H -0.1878 2.5249 0.8842
H 3.0503 1.3169 2.9185
H -1.2173 2.5916 2.3572
H -3.9440 -1.7651 -1.7821
H 2.3833 -0.6520 1.9558
```

***

Model x:
Below is a 2-piece molecular cluster, C4H10OSi2 overall, with properties calculated with ωB97M-V with the def2-TZVPD basis set.

Results
Multiplicity: 1
HOMO level (alpha / beta): -7.125 / -7.559 eV
Gap between HOMO and LUMO (alpha / beta): 6.1299 / 7.5554 eV
Total charge: 0

XYZ file:
```
17
C4H10OSi2 | OMol25 | ωB97M-V with the def2-TZVPD basis set
Si 1.6263 1.8028 -0.3980
Si 2.9577 -0.0435 -0.6995
O -3.5454 -0.7599 2.2894
C -2.9750 -0.5149 1.2721
C -1.8553 0.7685 -0.5821
C -2.0278 -0.2809 0.3397
C -0.9084 -1.3011 0.4166
H -0.5153 -1.1967 1.4397
H 1.7056 2.2999 0.9628
H -0.0901 -1.0492 -0.1614
H -1.0106 0.7909 -1.2989
H -1.2338 -2.3216 0.1498
H -2.3637 1.6679 -0.4669
H 0.6203 2.0559 -1.4166
H 2.3804 -0.9955 -1.6105
H 2.7471 -0.8458 0.6783
H 4.4880 -0.0769 -0.9146
```

***

Energies relative to the most stable structure, in kcal/mol: model w 0.0; model x 66.7.

***

Model w:
Below is a 3-piece molecular cluster, C5H14NO2 overall, with properties calculated with ωB97M-V with the def2-TZVPD basis set.

Results
Multiplicity: 1
HOMO level: -13.577 eV
Gap between HOMO and LUMO: 5.6614 eV
Total charge: +1

XYZ file:
```
22
C5H14NO2 | OMol25 | ωB97M-V with the def2-TZVPD basis set
O 1.9110 3.3331 0.2847
O 4.6306 2.2422 -0.7089
N -0.6232 0.2174 0.3728
C -2.1922 -1.5748 0.7279
C -1.8576 -0.2756 0.0199
C 0.4941 -0.6792 0.3783
C -1.3100 -2.6780 0.1807
C -2.6395 0.3133 -0.9158
H 2.8261 3.0222 0.2186
H -2.0328 -1.3475 1.7805
H -3.6135 -0.1211 -1.0844
H 4.9323 2.0937 -1.6201
H 0.9788 -0.6381 -0.5996
H 4.4847 1.2904 -0.5818
H 1.8233 3.5916 1.2088
H -1.0636 -2.5839 -0.8800
H -0.2264 1.0996 0.0265
H -0.3507 -2.6855 0.7470
H -2.1868 1.0793 -1.5321
H 1.0504 -0.2801 1.2216
H -1.7961 -3.6568 0.2547
H -3.2390 -1.7620 0.5008
```

***

Model x:
Below is a 3-piece molecular cluster, C5H14NO2 overall, with properties calculated with ωB97M-V with the def2-TZVPD basis set.

Results
Multiplicity: 1
HOMO level: -14.036 eV
Gap between HOMO and LUMO: 9.3885 eV
Total charge: +1

XYZ file:
```
22
C5H14NO2 | OMol25 | ωB97M-V with the def2-TZVPD basis set
O -1.3394 0.2730 3.5423
O 3.4175 0.5078 -0.8287
N -0.6238 -0.4213 0.8157
C -0.1281 1.7589 0.0386
C 0.0028 -1.4609 1.1503
C -1.2610 -0.7061 -2.0906
C 0.0738 -0.1024 -1.5696
C -0.1634 0.4653 -0.2117
H 3.5396 -0.3972 -1.1261
H -1.3597 -0.1676 1.4720
H -2.1545 -0.2077 -1.7035
H -0.8129 0.9845 3.9057
H -0.3216 -2.0879 1.9716
H 0.8167 -0.8972 -1.6465
H -1.4470 -0.5328 -3.1565
H 0.2091 2.5534 -0.6163
H 0.8984 -1.8183 0.6551
H -0.3551 2.2580 0.9807
H 4.0486 1.0055 -1.3643
H -1.3085 -1.7806 -1.9663
H -2.1285 0.1575 4.0485
H 0.3971 0.6162 -2.3004
```

***

Model y:
Below is a 2-piece molecular cluster, C5H14NO2 overall, with properties calculated with ωB97M-V with the def2-TZVPD basis set.

Results
Multiplicity: 1
HOMO level: -14.117 eV
Gap between HOMO and LUMO: 11.1723 eV
Total charge: +1

XYZ file:
```
22
C5H14NO2 | OMol25 | ωB97M-V with the def2-TZVPD basis set
O -2.3390 1.0226 -1.7390
O 2.1615 -2.6609 -1.2171
N -0.6306 -0.5584 -0.7032
C -1.5786 1.7285 -0.7166
C 1.0065 -0.9832 1.8770
C 0.1465 1.2098 1.0495
C 1.2156 0.2593 1.4425
C -0.3251 0.8830 -0.4074
H -0.1553 -1.1201 0.0204
H -0.1282 -0.8053 -1.5420
H -1.6265 -0.7410 -0.7622
H 0.0133 -1.3907 1.9863
H 1.7641 -3.5191 -1.3801
H 0.5302 1.1664 -1.0123
H -3.2106 1.4365 -1.7286
H 0.4843 2.2367 0.9418
H 1.8232 -1.6481 2.1136
H 2.7084 -2.7955 -0.4389
H -1.2541 2.6760 -1.1425
H -2.2238 1.8127 0.1542
H -0.6631 1.3161 1.7695
H 2.2813 0.4748 1.4350
```

***

Energies relative to the most stable structure, in kcal/mol: model w 111.5; model x 12.2; model y 0.0.

***

Model w:
Below is a 2-piece molecular cluster, C2H8S2 overall, with properties calculated with ωB97M-V with the def2-TZVPD basis set.

Results
Multiplicity: 2
HOMO level (alpha / beta): 0.813 / -5.593 eV
Gap between HOMO and LUMO (alpha / beta): 2.4347 / 9.0303 eV
Total charge: -1

XYZ file:
```
12
C2H8S2 | OMol25 | ωB97M-V with the def2-TZVPD basis set
S 3.0545 0.0667 0.5812
S -1.9917 0.0822 -1.3343
C -1.5859 0.1348 1.4306
C -1.1976 -0.5835 0.1624
H -1.2467 -1.6699 0.2241
H -1.2816 1.1843 1.4321
H 2.6247 0.5689 -0.6243
H 4.3317 0.3974 0.3152
H -1.1188 -0.3012 2.3085
H -0.1344 -0.3885 -0.0151
H -0.8697 0.0762 -2.0728
H -2.6695 0.1613 1.5483
```

***

Model x:
Below is a 2-piece molecular cluster, C2H8S2 overall, with properties calculated with ωB97M-V with the def2-TZVPD basis set.

Results
Multiplicity: 2
HOMO level (alpha / beta): 1.078 / -5.449 eV
Gap between HOMO and LUMO (alpha / beta): 1.9074 / 8.4138 eV
Total charge: -1

XYZ file:
```
12
C2H8S2 | OMol25 | ωB97M-V with the def2-TZVPD basis set
S 4.4628 -0.5286 3.2872
S -2.3100 -0.1062 -0.2505
C -2.2200 -0.2698 -2.0983
C -0.8155 0.8297 0.1977
H -3.2785 -0.1920 -2.3522
H -1.9656 -1.3137 -2.2648
H -1.0304 1.9016 0.2217
H 0.0801 0.6164 -0.3749
H 5.6389 -0.6377 2.6158
H -1.6549 0.4370 -2.6795
H 3.7703 -1.3703 2.4366
H -0.6772 0.6337 1.2612
```

***

Energies relative to the most stable structure, in kcal/mol: model w 0.0; model x 11.4.